ORCA calculation (wB97M-V/def2-TZVPD) on a structure of composition C10H8Cl6NO3Ta.

Last column: natural (NBO) charge in e.
CARTESIAN COORDINATES (ANGSTROEM)
Ta: 0.52658 -0.88129 0.62906  2.11
N: -0.65394 -2.07100 -0.92224  -0.84
C: -1.61590 -3.10360 -0.35472  -0.20
C: -2.58503 -2.47889 0.69960  -0.52
C: -1.69270 -1.45714 1.27662  0.82
O: -1.57089 -0.32349 0.73841  -0.62
O: -0.63652 -1.83272 1.96999  -0.68
H: -1.18854 -1.37877 -1.45186  0.43
H: -0.05857 -2.53972 -1.60247  0.44
H: -1.00702 -3.86961 0.11851  0.23
H: -2.17935 -3.54989 -1.17026  0.26
H: -2.89610 -3.24231 1.40820  0.29
H: -3.44429 -2.00438 0.23220  0.28
Cl: 0.65241 6.25674 0.09855  0.16
C: 0.75721 4.57425 -0.11693  -0.06
C: 0.71876 3.74161 1.01231  -0.11
Cl: 0.58141 4.35287 2.59430  0.15
C: 0.79539 2.38201 0.78992  -0.01
Cl: 0.75962 1.23021 2.13954  0.19
C: 0.92043 1.84325 -0.47686  0.18
O: 1.00720 0.46263 -0.53999  -0.67
C: 0.95203 2.64694 -1.59634  -0.07
Cl: 1.08216 1.93343 -3.14126  0.12
C: 0.87005 4.03304 -1.40543  -0.06
Cl: 0.89056 5.05554 -2.76140  0.16
Cl: 2.68757 -1.45584 1.58094  0.22
C: 1.95719 -2.45590 0.24570  -0.74
H: 1.76481 -3.45328 0.63100  0.27
H: 2.60548 -2.41467 -0.62511  0.28

Cartesian forces (eV/Å) of the 2 atoms listed first:
0.4 -0.2 -0.3
0.0 -0.1 0.0

Output
- relative energy (zero: lowest compared OMol25 entry of this formula, charge and spin) (kcal/mol) = 0.0
- 2S+1 = 1
- net charge = +2
- frontier orbital gap (eV) = 6.9



ORCA calculation (wB97M-V/def2-TZVPD) on a cluster of 2 separate species, C3H8INOP2 in total.

Last column: natural (NBO) charge in e.
CARTESIAN COORDINATES (ANGSTROEM)
C: -2.15795 0.89665 1.32786  -0.62
C: -1.68127 1.23778 -0.07954  -0.65
P: -1.17724 -0.16298 -1.24271  0.26
P: -0.17132 -1.21258 0.40456  0.55
O: 1.20178 -2.29728 0.01937  -0.69
C: 2.14308 -1.97476 -0.76111  0.56
N: 3.12553 -1.86937 -1.35628  -0.45
H: -1.77138 1.73982 1.93647  0.23
H: -3.21439 0.99609 1.20991  0.22
H: -1.78449 -0.10834 1.56284  0.21
H: -0.93085 2.01555 -0.11219  0.23
H: -2.42555 1.67830 -0.66497  0.23
H: -2.39843 -0.87696 -1.11900  -0.02
H: 0.61270 -0.02725 0.76882  -0.03
I: 5.88784 0.43722 -1.21372  -0.13
H: 4.74195 -0.47189 -0.68032  0.12

Cartesian forces (eV/Å) of the 2 atoms listed first:
1.0 1.1 -0.9
1.5 -0.8 -0.7

Output
- relative energy (zero: lowest compared OMol25 entry of this formula, charge and spin) (kcal/mol) = 36.2
- 2S+1 = 1
- SMILES = CC[PH]#[PH]OC#N.I
- frontier orbital gap (eV) = 9.2



ORCA calculation (wB97M-V/def2-TZVPD) on a structure of composition C5H12O3Tb.

Last column: Löwdin spin population.
CARTESIAN COORDINATES (ANGSTROEM)
H: 1.52922 -2.32982 -1.89050  0.00
C: -0.53780 1.52766 2.66679  0.00
O: -0.76704 0.15633 2.73676  -0.05
C: -0.61191 2.02950 1.22547  0.00
O: 0.19507 1.13077 0.44956  -0.01
C: 0.04406 1.17250 -0.96143  0.00
C: 0.72690 -0.06270 -1.49963  0.00
O: 0.26985 -1.18499 -0.73343  0.01
C: 0.58781 -2.44700 -1.31979  0.04
Tb: -0.09555 -0.86706 1.36796  6.05
H: 0.45866 1.79327 3.07426  0.00
H: -1.28227 2.10189 3.24879  0.00
H: -0.23263 3.05528 1.11463  0.00
H: -1.64629 1.97595 0.84721  0.00
H: 0.50806 2.07683 -1.37955  0.00
H: -1.02786 1.16699 -1.21523  0.00
H: 1.82064 0.00592 -1.40470  0.00
H: 0.46336 -0.20826 -2.55619  0.00
H: -0.93341 -5.15943 -1.23757  0.89
H: -0.21536 -2.74652 -2.00758  0.03
H: 0.74650 -3.18710 -0.52582  0.02

Cartesian forces (eV/Å) of the 2 atoms listed first:
-0.4 -0.2 0.4
0.2 2.8 0.6

Output
- relative energy (zero: lowest compared OMol25 entry of this formula, charge and spin) (kcal/mol) = 91.7
- 2S+1 = 8
- expectation value of S² = 15.827
- net charge = +2
- frontier orbital gap (alpha / beta) (eV) = 6.7 / 10.4



ORCA calculation (wB97M-V/def2-TZVPD) on a structure of composition C48H37IrN9O4S.

Last column: Löwdin spin population.
CARTESIAN COORDINATES (ANGSTROEM)
Ir: 0.44664 -1.25223 2.00138  2.75
O: 3.56146 -2.78223 4.25730  0.06
C: 2.66835 -2.58314 3.43224  0.03
N: 1.98062 -1.38516 3.26537  0.22
C: 2.59924 -0.32115 4.03412  0.03
C: 1.65804 0.83352 4.18273  0.00
C: 2.03691 1.83593 5.09767  0.00
C: 1.16205 2.88783 5.33138  0.00
C: -0.04380 2.91415 4.62245  0.00
C: -0.35143 1.88614 3.75790  0.01
N: 0.48678 0.85865 3.50579  0.11
C: 2.29346 -3.61197 2.43991  0.00
C: 3.07957 -4.80973 2.34300  0.00
C: 2.82084 -5.64873 1.27586  -0.01
C: 1.87884 -5.24426 0.31665  0.01
C: 1.23740 -4.00035 0.40918  0.01
N: 1.34106 -3.25195 1.52335  0.13
H: 3.57241 -0.03354 3.59799  0.00
H: 2.83931 -0.80805 5.00630  0.01
H: 2.99831 1.74277 5.63377  0.00
H: 1.41117 3.66329 6.04327  0.00
H: -0.74183 3.73047 4.72879  0.00
H: -1.33692 1.84957 3.27312  0.00
H: 3.84392 -4.97046 3.10040  0.00
H: 3.30395 -6.62079 1.15740  0.00
H: 1.69771 -5.83825 -0.56653  0.00
H: 0.59849 -3.65331 -0.39204  0.00
C: 3.40748 7.15276 -8.88308  0.00
O: 2.17796 6.91722 -8.17071  0.10
C: 2.16145 6.01490 -7.15222  0.10
C: 0.89488 5.82486 -6.52573  0.02
C: 0.77465 4.99328 -5.41152  0.03
C: 1.89379 4.27863 -4.90462  0.10
C: 3.13724 4.43577 -5.58613  0.05
C: 3.28736 5.29060 -6.65508  0.04
C: 1.70979 3.39122 -3.77585  0.03
N: 0.56453 3.32003 -3.04453  0.09
C: 0.81879 2.37952 -2.07513  0.07
C: 2.12388 1.86842 -2.16575  0.14
N: 2.67114 2.55554 -3.23541  0.02
C: 2.61956 0.88483 -1.31395  0.01
C: 3.94178 0.43687 -1.29069  0.03
C: 4.29492 -0.49767 -0.35265  0.00
C: 3.38325 -0.93293 0.62121  0.05
N: 2.10994 -0.53773 0.61333  0.09
C: 1.71584 0.37359 -0.31882  0.06
C: 0.40154 0.90022 -0.18821  0.03
N: -0.36521 0.39542 0.81959  0.11
C: -1.58625 0.90375 0.98763  0.02
C: -2.10525 1.92103 0.17842  0.01
C: -1.34785 2.43201 -0.85896  0.01
C: -0.05045 1.93436 -1.06355  0.01
H: 3.26645 8.03466 -9.50811  0.00
H: 3.62090 6.28848 -9.51696  0.00
H: 4.22318 7.35889 -8.16553  0.00
H: 0.01288 6.36992 -6.88602  0.00
H: -0.17164 4.93556 -4.86558  0.00
H: 4.04111 3.93125 -5.20251  0.00
H: 4.27681 5.44689 -7.12904  0.00
H: 3.61502 2.48124 -3.54570  0.00
H: 4.65818 0.84871 -2.01104  0.00
H: 5.31278 -0.87283 -0.28728  0.00
H: 3.70516 -1.63595 1.38424  0.00
H: -2.10919 0.56311 1.86809  0.00
H: -3.12146 2.27748 0.30332  0.00
H: -1.76577 3.18859 -1.51671  0.00
C: -6.84285 -0.38804 -2.56459  0.00
C: -5.60450 -0.99720 -1.95671  0.00
C: -4.88260 -0.29434 -0.98566  0.00
C: -3.85165 -0.91752 -0.29803  0.00
C: -3.35393 -2.08149 -0.83071  0.00
C: -3.99018 -2.79545 -1.82276  0.00
C: -5.18239 -2.28062 -2.32152  0.00
S: -1.70556 -2.66031 -0.42423  0.01
O: -0.72311 -1.89068 -1.12664  0.00
O: -1.72471 -4.09394 -0.63324  0.01
N: -1.39832 -2.30220 1.18981  0.15
C: -2.19909 -2.95181 2.08768  0.00
C: -3.25566 -3.86843 1.81083  0.03
C: -3.93631 -4.52544 2.84769  0.00
C: -3.59143 -4.38018 4.17948  0.02
C: -2.52294 -3.48730 4.49676  0.00
C: -2.08670 -3.30728 5.85273  0.01
C: -0.98196 -2.50266 6.07435  0.00
C: -0.30370 -1.93636 4.98515  0.02
N: -0.65268 -2.06574 3.70589  0.11
C: -1.79764 -2.78458 3.46015  0.01
H: -6.94855 0.68249 -2.26735  0.00
H: -7.74970 -0.93178 -2.25369  0.00
H: -6.82172 -0.45430 -3.65991  0.00
H: -5.19551 0.71208 -0.76454  0.00
H: -3.48884 -0.56506 0.67376  0.00
H: -3.56244 -3.74546 -2.19142  0.00
H: -5.78633 -2.85512 -3.03274  0.00
H: -3.50633 -4.07176 0.77404  0.00
H: -4.79999 -5.13239 2.60173  0.00
H: -4.14128 -4.89075 4.97076  0.00
H: -2.64799 -3.81294 6.63987  0.00
H: -0.60195 -2.30536 7.08952  0.00
H: 0.59682 -1.35765 5.14608  0.00

Cartesian forces (eV/Å) of the 2 atoms listed first:
-1.9 0.5 -0.6
-0.7 0.3 -0.8

Output
- relative energy (zero: lowest compared OMol25 entry of this formula, charge and spin) (kcal/mol) = 0.0
- 2S+1 = 6
- expectation value of S² = 8.806
- net charge = +2
- frontier orbital gap (alpha / beta) (eV) = 5.4 / 2.5



ORCA calculation (wB97M-V/def2-TZVPD) on a structure of composition C24H36AlP2Si.

Last column: natural (NBO) charge in e.
CARTESIAN COORDINATES (ANGSTROEM)
C: -1.27981 1.89878 1.55381  -0.61
C: -0.08988 1.41126 2.36278  -0.51
C: 0.26248 2.49550 3.24323  -0.17
H: 0.08940 0.34504 2.52172  0.30
C: -0.58074 3.57108 2.98106  -0.27
C: -1.41356 3.28203 1.86661  -0.23
H: -2.20257 3.92502 1.51055  0.23
H: -2.12107 1.23891 1.33016  0.29
H: 1.06717 2.51131 3.98960  0.25
H: -0.67040 4.48742 3.59295  0.24
Al: 0.31688 1.79898 0.28732  1.38
C: 1.07963 -0.25518 -0.50069  -1.19
H: 1.85502 0.03016 0.17099  0.22
H: 0.07487 0.19247 -0.60690  0.12
H: 1.38999 -1.00779 -1.24697  0.26
Si: 0.20967 -3.14601 1.03978  1.11
C: -0.55650 -3.86006 -0.54999  -0.37
C: -1.39061 -4.95372 -0.28784  -0.23
H: -1.43414 -5.30702 0.72490  0.21
C: -2.16756 -5.58919 -1.25239  -0.21
H: -2.81061 -6.40954 -0.97518  0.22
C: -2.05997 -5.18884 -2.59325  -0.21
H: -2.66904 -5.69428 -3.34257  0.22
C: -1.19247 -4.13624 -2.93122  -0.22
H: -1.02581 -3.87097 -3.98370  0.22
C: -0.47264 -3.44396 -1.90626  -0.26
H: 0.18869 -2.62001 -2.19864  0.20
C: 2.06008 -3.08911 1.73647  -0.38
C: 2.38836 -4.32895 2.36073  -0.20
H: 1.97716 -5.27611 1.98829  0.22
C: 3.09622 -4.33204 3.57946  -0.22
H: 3.14797 -5.26856 4.16085  0.23
C: 3.68424 -3.13762 4.06669  -0.20
H: 4.08718 -3.09030 5.09053  0.23
C: 3.70717 -2.03773 3.19356  -0.23
H: 4.27824 -1.13651 3.45052  0.22
C: 2.97853 -2.05455 1.99223  -0.21
H: 3.07469 -1.24821 1.27054  0.21
H: -0.97245 -2.15397 1.00739  -0.17
H: -0.16094 -4.02791 2.10692  -0.19
C: 1.60553 3.84578 -1.99049  -0.96
P: 0.43508 3.92191 -0.65139  0.87
C: 0.65776 5.50137 0.14695  -0.95
C: -1.22078 4.14837 -1.55154  -0.67
C: -2.14548 2.90725 -1.75222  -0.76
P: -1.33257 1.32238 -1.69197  0.94
C: -2.53017 -0.00064 -1.44119  -0.96
C: -0.68715 1.06589 -3.35184  -0.96
H: 2.59554 3.96368 -1.56592  0.26
H: 1.40587 4.68778 -2.65434  0.25
H: 1.58086 2.93084 -2.57103  0.27
H: 1.11632 6.17107 -0.57119  0.26
H: -0.27755 5.94050 0.47620  0.27
H: 1.31555 5.40941 1.00122  0.27
H: -1.73638 4.96320 -0.99568  0.25
H: -0.90422 4.57111 -2.52701  0.24
H: -2.94863 2.94764 -0.99608  0.26
H: -2.59900 2.98625 -2.76577  0.25
H: -3.11386 -0.10221 -2.36129  0.25
H: -2.04436 -0.96172 -1.23439  0.29
H: -3.20513 0.22034 -0.60980  0.26
H: 0.31050 1.47406 -3.49466  0.25
H: -0.65234 0.00787 -3.59198  0.27
H: -1.36827 1.55434 -4.05865  0.24

Cartesian forces (eV/Å) of the 2 atoms listed first:
0.7 -0.1 1.3
-1.0 0.6 0.0

Output
- 2S+1 = 1
- net charge = +1
- frontier orbital gap (eV) = 7.0



ORCA calculation (wB97M-V/def2-TZVPD) on a cluster of 3 separate species, C2H8NO4 in total.

Last column: natural (NBO) charge in e.
CARTESIAN COORDINATES (ANGSTROEM)
O: -2.50088 -1.66502 1.92758  -0.68
C: -1.83060 -1.06718 1.08604  0.53
N: -1.84549 0.26213 0.91082  -0.65
C: -0.73186 0.87992 0.07150  0.13
O: 0.48480 0.39520 0.41045  -0.94
H: -1.19047 -1.64063 0.40823  0.13
H: -2.18567 0.82680 1.66907  0.37
H: -0.85383 1.95950 0.26108  0.11
H: -0.98435 0.61099 -0.96835  0.12
H: 3.32316 0.85846 -0.50785  0.45
H: 1.76551 0.94902 -0.43048  0.51
O: 2.57064 1.21392 -0.98259  -1.03
H: 1.88371 -1.05724 -1.84449  0.47
H: 0.92133 -0.99615 -0.61038  0.51
O: 1.17400 -1.52971 -1.40061  -1.02

Cartesian forces (eV/Å) of the 2 atoms listed first:
0.1 0.1 -0.1
-0.8 -0.4 0.8

Output
- relative energy (zero: lowest compared OMol25 entry of this formula, charge and spin) (kcal/mol) = 23.2
- 2S+1 = 1
- net charge = -1
- frontier orbital gap (eV) = 8.6